1.
Formula: C22H32N4O3
Source: OMol25
Level of theory: ωB97M-V/def2-TZVPD

The SMILES is O=C(CCCC(=O)N(CC(=O)NC1CCCC1)C1CCCC1)Nc1ccccn1. As for the highest occupied orbital energy: -8.9 eV. The HOMO-LUMO gap comes out at 9.60 eV. The value obtained for the LUMO energy is 0.697 eV. For the relative energy (zero: lowest compared OMol25 entry of this formula, charge and spin), the calculation gives 10.4 kcal/mol. The calculation puts the electronic energy at -35438.8976 eV.

The geometry in XYZ format:
```
61
Properties=species:S:1:pos:R:3:forces:R:3
O -3.76593 -0.09015 -1.58867 -0.28 -0.17 0.06
C -2.74007 0.41329 -1.99371 0.24 0.17 -0.30
C -2.03579 -0.11065 -3.23388 -0.13 -0.22 0.04
C -1.54206 -1.54438 -2.98877 0.09 0.03 -0.01
C -0.11007 -1.57785 -2.43906 -0.05 -0.04 -0.07
C 0.11698 -0.60861 -1.29409 0.11 -0.40 -0.16
O 0.62175 0.48781 -1.54455 0.14 0.40 -0.30
N -0.22175 -0.94346 -0.03874 0.15 0.14 -0.06
C 0.05496 0.02823 1.01443 0.20 0.26 0.06
C 1.52448 -0.02594 1.46832 -0.58 0.09 -0.11
O 1.86318 -0.57340 2.50087 0.12 -0.19 0.39
N 2.35368 0.59590 0.62412 0.26 0.28 -0.37
C 3.79288 0.60073 0.76630 0.09 -0.23 0.33
C 4.44396 -0.23996 -0.34189 -0.09 0.03 -0.02
C 4.61080 0.75176 -1.48813 0.19 -0.05 0.04
C 5.10099 2.01123 -0.77578 -0.01 0.06 -0.10
C 4.34586 2.02574 0.56236 0.10 0.05 0.04
C -0.92509 -2.15240 0.35100 -0.16 -0.37 0.04
C -0.19571 -2.95560 1.44528 -0.08 -0.15 -0.06
C -1.31865 -3.53553 2.30120 0.06 0.08 0.04
C -2.33785 -2.40076 2.34726 -0.09 -0.12 -0.06
C -2.33715 -1.85670 0.91713 -0.06 0.01 0.11
N -2.12198 1.46958 -1.39346 0.22 0.23 -0.13
C -2.49904 2.12728 -0.22792 -0.24 0.14 0.39
C -3.74725 1.98619 0.37883 -0.09 -0.08 -0.03
C -3.98610 2.70452 1.53564 0.24 0.09 -0.03
C -2.99478 3.53116 2.04642 -0.07 -0.03 0.04
C -1.79189 3.59901 1.36445 -0.13 0.11 0.20
N -1.54582 2.91743 0.25989 0.14 -0.12 -0.41
H -1.20903 0.53394 -3.52930 0.00 0.04 -0.06
H -2.77995 -0.12243 -4.03252 0.00 0.08 0.07
H -2.23833 -2.03205 -2.30384 -0.03 -0.06 -0.07
H -1.55407 -2.10263 -3.92686 -0.03 -0.01 0.07
H 0.16795 -2.59489 -2.16123 0.01 -0.01 0.00
H 0.56778 -1.25034 -3.23156 0.00 -0.01 0.17
H -0.57847 -0.18863 1.87206 0.06 0.02 -0.02
H -0.16046 1.03411 0.64197 -0.04 -0.19 0.09
H 1.96909 0.93503 -0.25216 -0.16 -0.07 0.18
H 4.00193 0.20404 1.76250 -0.01 0.07 -0.16
H 3.83025 -1.10095 -0.60405 0.02 -0.09 0.07
H 5.41929 -0.59581 -0.00840 0.08 -0.03 0.00
H 5.30978 0.40379 -2.24727 -0.05 0.00 -0.11
H 3.64662 0.93538 -1.96461 -0.07 -0.01 -0.09
H 4.91950 2.91301 -1.35807 0.09 0.06 -0.02
H 6.17469 1.93393 -0.59866 0.05 0.03 -0.03
H 5.00062 2.31315 1.38313 -0.03 0.06 0.05
H 3.51619 2.73186 0.53581 0.01 0.03 0.07
H -1.02614 -2.77553 -0.53548 0.02 0.09 0.03
H 0.42755 -2.30199 2.05308 0.03 0.03 0.00
H 0.44437 -3.72646 1.01730 0.11 0.02 -0.02
H -0.97241 -3.82933 3.29011 0.00 -0.10 0.02
H -1.75582 -4.40830 1.81241 -0.04 -0.08 0.02
H -3.32612 -2.73610 2.65732 -0.04 0.05 0.08
H -2.00216 -1.63723 3.05092 0.00 0.04 0.05
H -2.57361 -0.79448 0.87474 -0.04 0.03 -0.10
H -3.08687 -2.37355 0.31840 -0.03 0.04 -0.05
H -1.18487 1.71911 -1.69640 -0.14 -0.14 0.00
H -4.48887 1.33249 -0.04664 0.00 -0.02 -0.02
H -4.94064 2.62014 2.03408 -0.07 -0.01 0.02
H -3.15176 4.10416 2.94610 0.02 0.06 0.08
H -0.97856 4.22207 1.71230 0.01 0.08 0.10
```
Forces are in eV/Å.

---

2.
Formula: C22H32N4O4S
Source: OMol25
Level of theory: ωB97M-V/def2-TZVPD

The SMILES is CCN(CC)S(=O)(=O)c1ccc2[nH]cc(C(=O)NCCCN3CCCCC3)c(=O)c2c1. As for the highest occupied orbital energy: -8.4 eV. The HOMO-LUMO gap comes out at 8.23 eV. The value obtained for the LUMO energy is -0.200 eV. For the relative energy (zero: lowest compared OMol25 entry of this formula, charge and spin), the calculation gives 19.3 kcal/mol. The calculation puts the electronic energy at -48320.2771 eV.

The geometry in XYZ format:
```
63
Properties=species:S:1:pos:R:3:forces:R:3
C 4.84409 1.06646 1.78271 -0.25 -0.08 -0.12
C 3.63705 0.65430 0.94377 0.24 -0.27 0.51
N 3.75047 1.11206 -0.42655 0.17 -0.80 -0.83
C 3.04048 2.30231 -0.83090 -0.24 0.61 -0.21
C 3.56487 3.56766 -0.16299 -0.08 -0.29 -0.13
S 3.82298 -0.04008 -1.61960 -0.07 0.08 0.02
O 4.38892 -1.23002 -1.06175 -0.18 -0.04 0.28
O 4.44920 0.54739 -2.76770 -0.26 0.15 -0.05
C 2.10211 -0.34968 -2.06144 0.61 0.11 0.20
C 1.69281 -0.13431 -3.37303 -0.12 0.01 -0.17
C 0.37517 -0.32075 -3.72222 0.03 -0.02 0.06
C -0.55636 -0.70647 -2.75013 0.59 0.03 0.35
N -1.87914 -0.86732 -3.06341 -0.26 -0.01 -0.26
C -2.78952 -1.17609 -2.11759 -0.07 -0.04 0.25
C -2.47906 -1.37633 -0.80900 -0.02 0.04 0.01
C -3.63781 -1.66057 0.10306 0.32 -0.11 0.03
O -4.76051 -1.82248 -0.35401 -0.38 0.03 -0.16
N -3.33707 -1.72150 1.40553 0.18 -0.13 0.06
C -4.34899 -1.87993 2.41717 -0.45 0.17 0.00
C -4.79063 -0.54155 3.01798 0.31 -0.14 0.05
C -3.66837 0.16463 3.78057 -0.30 0.02 -0.05
N -2.54985 0.54624 2.93402 0.09 0.11 0.24
C -1.33567 0.76574 3.70040 0.27 -0.12 -0.04
C -0.15102 0.97925 2.76349 -0.02 0.20 0.17
C -0.40348 2.19152 1.87520 -0.02 -0.22 -0.11
C -1.71848 1.98659 1.13280 -0.04 0.21 0.17
C -2.84633 1.71324 2.12323 -0.02 -0.05 -0.35
C -1.09634 -1.30410 -0.36646 -0.10 -0.05 -0.25
O -0.70830 -1.51753 0.77850 0.11 -0.03 -0.01
C -0.14238 -0.92352 -1.42560 0.14 0.07 -0.22
C 1.20587 -0.74820 -1.10213 -0.08 -0.02 -0.02
H 5.74966 0.69231 1.31411 0.11 -0.03 -0.01
H 4.91868 2.14575 1.87259 0.04 0.11 0.03
H 4.75851 0.63563 2.77723 0.03 -0.01 0.14
H 2.70731 1.02845 1.38801 -0.04 -0.05 -0.08
H 3.60559 -0.43621 0.91298 -0.13 0.10 0.22
H 3.18540 2.37399 -1.91059 -0.16 0.20 0.06
H 1.96061 2.19776 -0.63047 0.12 -0.02 -0.06
H 3.08994 4.43652 -0.61191 -0.05 0.09 0.01
H 3.34329 3.56618 0.90084 0.01 0.06 0.13
H 4.63897 3.64134 -0.30406 0.13 0.06 0.01
H 2.43267 0.17771 -4.09275 0.01 0.05 -0.16
H 0.04762 -0.16380 -4.73955 -0.01 0.03 -0.12
H -2.17022 -0.73245 -4.02164 -0.01 -0.03 0.21
H -3.82265 -1.26206 -2.42617 -0.02 0.00 -0.02
H -2.40206 -1.46519 1.70637 -0.12 -0.06 -0.27
H -5.20853 -2.36277 1.94407 0.14 -0.04 0.15
H -3.95538 -2.52962 3.20374 -0.05 -0.02 -0.03
H -5.17058 0.09195 2.21647 -0.11 0.02 -0.01
H -5.61133 -0.72697 3.71335 -0.07 0.04 -0.01
H -3.28906 -0.52376 4.54116 0.00 0.05 0.04
H -4.08852 1.04221 4.30664 0.09 -0.05 0.05
H -1.15364 -0.11797 4.31715 -0.04 0.06 0.05
H -1.43779 1.63862 4.37382 -0.02 -0.04 0.03
H -0.03897 0.08900 2.14401 0.08 0.00 0.05
H 0.75798 1.11352 3.35343 0.05 -0.02 0.03
H 0.41543 2.32642 1.16428 0.04 0.07 0.02
H -0.46666 3.09375 2.48994 0.03 0.07 0.00
H -1.62441 1.13225 0.46098 -0.04 0.00 -0.07
H -1.96689 2.86668 0.53555 -0.03 -0.02 -0.05
H -3.77042 1.53207 1.57114 -0.02 0.06 0.05
H -2.99883 2.60769 2.75864 -0.04 -0.06 0.00
H 1.51431 -0.93448 -0.08578 -0.03 -0.03 0.18
```
Forces are in eV/Å.

---

3.
Formula: C22H32N5O2SSiTi
Source: OMol25
Level of theory: ωB97M-V/def2-TZVPD

As for the spin multiplicity: 3. As for the highest occupied orbital energy (spin up / spin down): -2.6 / -4.9 eV. As for the total charge: -1. The expectation value of S² is 2.011. The HOMO-LUMO gap (spin up / spin down) comes out at 5.33 / 7.53 eV. The value obtained for the LUMO energy (spin up / spin down) is 2.683 / 2.661 eV. For the relative energy (zero: lowest compared OMol25 entry of this formula, charge and spin), the calculation gives 7.3 kcal/mol. The calculation puts the electronic energy at -76710.6163 eV.

The geometry in XYZ format:
```
64
Properties=species:S:1:pos:R:3:forces:R:3
Ti -1.45875 -0.27901 -0.83375 0.00 -0.05 1.22
N -3.75931 2.68140 -2.91796 -0.05 -0.03 0.05
C -2.98747 1.57652 -2.61945 0.01 0.12 -0.17
S -3.72363 0.34193 -1.62574 0.09 0.09 0.02
N -1.80588 1.55373 -3.16352 0.01 -0.14 0.05
N -1.09993 0.42062 -2.79059 0.01 0.28 -0.59
C -0.25928 -0.03707 -3.63633 0.05 -0.10 0.05
C 0.41554 -1.31752 -3.46638 -0.02 0.16 -0.12
C 1.45908 -1.64450 -4.33536 0.04 -0.07 0.01
C 2.07528 -2.88174 -4.30293 -0.03 0.01 0.04
C 1.60599 -3.83643 -3.39864 0.01 -0.08 -0.02
C 0.56459 -3.54944 -2.54099 -0.06 0.08 -0.06
C -0.05053 -2.27844 -2.53048 0.02 -0.02 0.05
O -0.99072 -2.02223 -1.66714 -0.05 -0.05 -0.22
H -4.47871 2.86360 -2.23787 0.01 -0.01 0.01
H -3.20962 3.48932 -3.16947 0.00 0.00 -0.03
H -0.09304 0.51894 -4.55898 -0.04 -0.01 -0.01
H 1.78756 -0.89804 -5.05128 -0.01 0.01 0.01
H 2.89028 -3.11287 -4.97607 0.00 0.01 0.00
H 2.06187 -4.82043 -3.37261 0.00 0.00 0.00
H 0.18639 -4.28296 -1.83901 0.01 -0.01 -0.03
C -2.12288 -1.06179 4.75422 0.01 -0.02 0.01
C -2.12065 -0.34511 3.41370 0.11 -0.05 -0.06
C -1.78993 -1.23597 2.22545 -0.30 0.27 -0.07
N -1.85270 -0.96384 1.05187 0.36 -0.30 -0.16
H -2.28453 -0.36174 5.57648 -0.01 0.00 0.00
H -1.17134 -1.57149 4.91748 0.00 0.02 0.01
H -2.90815 -1.81909 4.79242 0.00 0.00 -0.01
H -1.38107 0.46157 3.39678 0.01 -0.01 0.03
H -3.08737 0.12345 3.20835 -0.02 -0.02 0.02
C -1.88521 4.29918 3.14423 0.00 0.02 0.01
Si -1.38827 4.48219 1.34093 -0.01 -0.06 -0.07
C 0.23879 5.42144 1.27684 -0.01 0.04 0.02
C -2.70524 5.51599 0.48345 0.01 0.03 0.04
C -1.24258 2.87584 0.54168 0.14 -0.02 0.02
C -1.17486 1.76977 0.01569 -0.24 -0.18 -0.18
H -2.05037 5.27684 3.60629 0.00 -0.01 0.02
H -1.11068 3.77753 3.71055 0.00 0.00 -0.01
H -2.80519 3.71742 3.22964 0.00 0.00 -0.01
H 0.15641 6.39157 1.77567 0.02 0.00 -0.01
H 0.54566 5.59069 0.24287 0.00 -0.01 0.00
H 1.02817 4.84859 1.76765 0.00 0.00 0.00
H -2.79334 6.50680 0.93845 -0.01 0.00 -0.01
H -3.67564 5.01933 0.55086 0.00 0.00 -0.01
H -2.46712 5.64197 -0.57471 0.01 0.00 0.00
O 0.77952 -0.35342 -0.47058 -0.11 0.07 -0.05
C 1.46372 -1.34740 -0.20194 -0.07 -0.02 0.02
C 2.88934 -1.42675 -0.69042 0.00 0.00 0.00
C 3.94075 -1.57138 0.41375 0.00 0.03 0.01
C 4.08859 -2.98854 0.95995 0.01 -0.02 -0.04
C 2.84705 -3.52807 1.66117 -0.03 0.04 0.06
C 1.62652 -3.63102 0.75107 0.00 -0.02 0.01
N 0.96375 -2.36598 0.50400 0.02 -0.03 0.11
H 3.04494 -0.51139 -1.25787 0.02 0.01 0.02
H 2.96262 -2.26054 -1.39870 -0.01 0.00 0.01
H 3.70691 -0.87878 1.22843 0.00 -0.01 0.00
H 4.90315 -1.25206 0.00693 0.01 -0.02 0.00
H 4.93792 -3.02436 1.64773 -0.01 0.02 0.02
H 4.33869 -3.65635 0.12649 0.00 -0.01 0.01
H 2.58572 -2.88979 2.51057 0.01 -0.01 0.01
H 3.06510 -4.52085 2.06472 0.01 -0.02 -0.03
H 0.87841 -4.27574 1.21067 0.00 0.00 0.02
H 1.90612 -4.10001 -0.20044 0.02 0.02 0.04
H -0.01042 -2.26411 0.78216 0.05 0.05 -0.02
```
Forces are in eV/Å.

---

4.
Formula: C22H33Br3F3NO3P
Source: OMol25
Level of theory: ωB97M-V/def2-TZVPD

As for the highest occupied orbital energy: -10.6 eV. As for the total charge: +1. The HOMO-LUMO gap comes out at 7.69 eV. The value obtained for the LUMO energy is -2.893 eV. For the relative energy (zero: lowest compared OMol25 entry of this formula, charge and spin), the calculation gives 22.2 kcal/mol. The calculation puts the electronic energy at -258542.9401 eV.

The geometry in XYZ format:
```
66
Properties=species:S:1:pos:R:3:forces:R:3
C -2.25855 -1.14384 -3.03893 0.80 -0.44 0.19
P -0.60298 -1.21254 -3.93198 0.26 1.57 -0.34
O -0.78068 -2.11447 -5.30610 -0.35 -0.34 0.85
C 0.53805 -2.08796 -2.75497 -1.39 -1.19 -1.30
C 1.33614 -1.29459 -2.07668 0.68 -0.65 1.35
C 2.25842 -2.00946 -1.06673 -2.88 -0.70 -0.39
O 3.34067 -1.63035 -0.84377 2.67 1.13 0.80
C 1.68269 -3.28907 -0.41245 0.76 1.19 0.54
Br 2.22678 -3.68533 1.40373 -0.06 0.48 -0.94
C 0.88502 -4.07176 -1.10475 -0.83 -0.56 -0.01
C 0.31104 -5.38121 -0.56981 0.19 0.06 -0.56
C -1.20662 -5.32503 -0.21588 0.53 0.59 -0.53
C -2.19133 -5.83685 -1.27676 -0.42 -0.27 0.78
F -3.35446 -6.10771 -0.59829 0.16 0.12 0.17
Br -2.70743 -4.47730 -2.59281 0.27 -0.43 0.26
C -1.76769 -7.17053 -1.98764 -1.60 0.53 -0.78
F -1.04684 -7.95957 -1.20573 0.44 0.03 0.41
F -1.09406 -6.87422 -3.09245 0.69 -0.21 -0.04
Br -3.36767 -8.16310 -2.52634 0.25 0.00 -0.04
C 0.60608 -3.59725 -2.54037 0.05 1.33 2.09
O 0.43981 -4.37243 -3.40739 -0.25 -1.39 -1.72
H -2.54829 -0.08754 -2.96538 -0.02 -0.31 -0.38
H -3.00416 -1.74124 -3.57665 0.03 0.20 0.32
H -2.10859 -1.49453 -2.00601 -0.31 -0.17 -0.35
H -0.99965 -1.53657 -6.05048 0.23 -0.07 0.20
H 1.34033 -0.21524 -2.22930 0.43 -0.23 0.08
H 0.57763 -6.14371 -1.31507 -0.39 0.07 0.19
H 0.83071 -5.67175 0.34938 0.03 0.25 -0.34
H -1.39529 -5.85739 0.72548 0.01 -0.18 -0.46
H -1.46967 -4.27481 -0.01880 -0.05 -0.32 0.00
C 3.55955 2.61582 1.69574 0.01 0.08 0.10
C 2.96022 3.63902 2.65578 0.03 0.12 -0.21
C 1.57753 3.27167 3.21417 0.27 0.24 0.18
C 0.55013 2.62799 2.28750 0.17 -0.04 0.33
N -0.13329 3.45009 1.20274 -0.31 0.20 -0.55
C -1.43707 4.05451 1.69222 0.09 -0.02 0.11
C -1.01711 5.29298 2.46397 -0.06 0.07 0.26
C 0.23411 5.80343 1.73952 0.30 0.16 0.20
C 0.61266 4.69721 0.75884 0.04 0.11 -0.13
C -0.36300 2.58470 -0.02742 -0.27 -0.11 -0.02
C -1.36098 1.43918 0.11137 0.11 -0.32 0.13
C -0.93640 0.22842 0.94260 -0.09 0.00 0.08
H 2.90971 2.41633 0.83951 0.03 -0.03 -0.03
H 4.50462 2.98528 1.29838 0.00 -0.07 0.02
H 3.75623 1.66992 2.20393 -0.04 -0.03 -0.09
H 2.93601 4.62084 2.17804 0.00 0.00 0.01
H 3.63999 3.76032 3.50152 -0.09 0.00 0.03
H 1.15894 4.12351 3.75183 -0.03 -0.01 -0.04
H 1.75497 2.52060 3.99113 -0.21 -0.11 -0.10
H -0.25438 2.23901 2.90888 -0.03 0.01 -0.10
H 1.01415 1.77571 1.79817 -0.03 0.08 -0.12
H -2.01665 4.32530 0.80854 0.05 -0.11 -0.02
H -1.98676 3.32841 2.28585 0.01 -0.04 -0.11
H -0.78784 5.04041 3.49891 -0.04 -0.03 -0.02
H -1.80951 6.03951 2.49348 -0.04 -0.12 -0.06
H 1.03661 6.01874 2.44451 -0.02 -0.04 -0.03
H 0.03256 6.72993 1.20450 0.04 -0.07 -0.07
H 1.66992 4.48376 0.64429 -0.02 -0.07 0.14
H 0.23064 4.96269 -0.22660 -0.06 -0.24 0.02
H 0.61832 2.22518 -0.34270 0.00 0.00 0.07
H -0.73624 3.25504 -0.80189 0.06 0.08 0.09
H -1.53856 1.07647 -0.90506 0.04 0.22 -0.05
H -2.32578 1.80713 0.46688 0.01 0.08 -0.07
H 0.08281 -0.08823 0.70900 0.00 0.01 0.02
H -1.59458 -0.61538 0.73324 0.00 0.04 -0.03
H -1.01094 0.42188 2.01158 0.09 -0.10 0.01
```
Forces are in eV/Å.